This record from the OMol25 dataset describes a 8-piece molecular cluster, C42H97N3O8 overall. The level of theory is the ωB97M-V functional and the def2-TZVPD basis.

Each line ends with the Löwdin charge.
CARTESIAN COORDINATES (ANGSTROEM)
C1 2.503 4.001 -0.005  -0.049
C2 2.343 2.740 0.861  -0.517
C3 2.558 3.338 2.259  -0.046
C4 0.971 2.091 0.745  -0.151
C5 0.730 0.782 1.474  -0.175
C6 1.733 -0.199 0.858  -0.145
C7 3.205 0.319 0.867  -0.461
C8 3.654 0.103 2.373  -0.028
C9 3.926 -0.638 -0.076  -0.060
N1 3.389 1.763 0.427  -0.037
O1 4.820 2.229 0.443  -0.028
H1 2.333 3.796 -1.062  0.082
H2 1.642 4.649 0.159  0.081
H3 3.447 4.466 0.279  0.081
H4 1.796 4.048 2.583  0.088
H5 2.405 2.554 3.002  0.059
H6 3.568 3.718 2.407  0.087
H7 0.277 2.823 1.159  0.120
H8 0.686 2.008 -0.304  0.125
H9 0.774 0.967 2.547  0.102
H10 -0.324 0.511 1.413  0.111
H11 1.466 -0.458 -0.166  0.116
H12 1.760 -1.133 1.418  0.115
H13 2.917 0.468 3.088  0.057
H14 4.517 0.741 2.561  0.074
H15 3.869 -0.930 2.647  0.080
H16 3.804 -1.709 0.080  0.089
H17 4.991 -0.408 -0.128  0.071
H18 3.677 -0.479 -1.125  0.082
H19 5.228 1.844 -0.335  0.077
C10 -8.864 -3.817 3.425  -0.038
C11 -9.469 -5.132 2.766  -0.458
C12 -9.793 -4.884 1.244  -0.019
C13 -8.413 -6.249 2.963  -0.130
C14 -9.089 -7.572 2.697  -0.206
C15 -10.334 -7.937 3.439  -0.138
C16 -11.364 -6.766 3.442  -0.484
C17 -12.172 -6.828 2.157  -0.039
C18 -12.287 -6.985 4.660  -0.038
N2 -10.674 -5.463 3.593  -0.145
O2 -11.557 -4.418 3.647  -0.015
H20 -8.477 -3.859 4.443  0.080
H21 -7.955 -3.576 2.875  0.076
H22 -9.607 -3.033 3.275  0.075
H23 -10.791 -4.448 1.218  0.082
H24 -9.024 -4.188 0.909  0.074
H25 -9.602 -5.813 0.707  0.065
H26 -7.631 -6.107 2.217  0.123
H27 -8.024 -6.071 3.966  0.114
H28 -9.291 -7.547 1.627  0.099
H29 -8.430 -8.436 2.782  0.113
H30 -10.021 -8.412 4.369  0.118
H31 -10.809 -8.799 2.970  0.116
H32 -12.549 -7.837 1.986  0.087
H33 -11.605 -6.595 1.256  0.061
H34 -12.957 -6.078 2.060  0.087
H35 -12.516 -8.042 4.794  0.079
H36 -13.149 -6.328 4.780  0.081
H37 -11.667 -6.907 5.553  0.079
H38 -11.154 -3.940 4.375  0.101
C19 -13.184 6.278 1.210  -0.045
C20 -12.283 5.217 0.579  -0.558
C21 -12.977 3.921 0.571  -0.046
C22 -12.145 5.639 -0.875  -0.138
C23 -10.903 4.912 -1.474  -0.152
C24 -9.689 5.541 -0.743  -0.131
C25 -9.667 5.180 0.773  -0.478
C26 -9.178 3.771 0.993  -0.039
C27 -8.770 6.274 1.477  -0.035
N3 -11.026 5.274 1.334  -0.128
O3 -11.177 5.080 2.708  0.007
H39 -13.442 6.038 2.241  0.079
H40 -12.718 7.261 1.149  0.087
H41 -14.122 6.373 0.663  0.087
H42 -13.952 3.850 0.089  0.094
H43 -12.279 3.162 0.217  0.082
H44 -13.265 3.662 1.590  0.088
H45 -12.993 5.302 -1.472  0.114
H46 -12.088 6.711 -1.063  0.119
H47 -10.797 3.845 -1.277  0.098
H48 -10.931 5.027 -2.557  0.107
H49 -9.539 6.620 -0.753  0.109
H50 -8.884 5.148 -1.364  0.114
H51 -8.203 3.579 0.545  0.085
H52 -9.927 3.096 0.580  0.074
H53 -9.045 3.413 2.014  0.083
H54 -8.570 5.954 2.500  0.073
H55 -9.053 7.326 1.494  0.076
H56 -7.819 6.425 0.966  0.075
H57 -11.248 5.976 3.047  0.098
C28 8.015 3.674 -7.642  -0.060
C29 7.399 2.862 -6.483  -0.455
C30 8.313 3.065 -5.315  -0.081
O4 6.064 3.419 -6.222  -0.075
H58 7.373 3.593 -8.519  0.074
H59 9.056 3.418 -7.840  0.078
H60 7.953 4.718 -7.337  0.083
H61 7.173 1.818 -6.699  0.129
H62 8.345 2.171 -4.691  0.073
H63 7.834 3.773 -4.639  0.081
H64 9.356 3.354 -5.444  0.081
H65 5.813 3.261 -5.309  0.072
C31 11.899 -2.790 -5.113  -0.067
C32 10.465 -3.115 -4.656  -0.488
C33 9.376 -3.296 -5.783  -0.031
O5 10.440 -4.218 -3.773  -0.052
H66 11.955 -1.797 -5.559  0.074
H67 12.274 -3.496 -5.853  0.077
H68 12.577 -2.725 -4.262  0.073
H69 10.324 -2.243 -4.016  0.119
H70 9.611 -4.174 -6.383  0.075
H71 9.308 -2.409 -6.414  0.070
H72 8.395 -3.412 -5.321  0.068
H73 11.021 -3.929 -3.065  0.082
C34 4.178 -7.909 -3.452  -0.068
C35 5.275 -8.900 -3.861  -0.557
C36 5.326 -9.151 -5.409  -0.036
O6 6.467 -8.613 -3.334  -0.013
H74 4.181 -6.944 -3.958  0.074
H75 4.074 -7.804 -2.372  0.080
H76 3.252 -8.295 -3.878  0.069
H77 4.911 -9.796 -3.357  0.133
H78 4.291 -9.191 -5.749  0.067
H79 5.730 -10.156 -5.530  0.072
H80 5.907 -8.416 -5.965  0.076
H81 6.740 -7.744 -3.635  0.104
C37 14.284 0.528 1.210  -0.048
C38 13.270 -0.535 1.729  -0.472
C39 11.698 -0.234 1.595  -0.038
O7 13.414 -1.734 1.024  -0.066
H82 14.114 1.540 1.577  0.074
H83 14.104 0.608 0.138  0.071
H84 15.310 0.169 1.296  0.071
H85 13.382 -0.731 2.796  0.119
H86 11.558 0.233 0.620  0.062
H87 11.371 0.501 2.331  0.067
H88 11.089 -1.137 1.561  0.071
H89 14.219 -2.184 1.290  0.090
C40 10.410 8.283 3.679  -0.065
C41 9.732 7.159 2.956  -0.495
C42 10.494 6.740 1.708  -0.063
O8 9.617 6.029 3.839  -0.065
H90 9.927 8.576 4.611  0.079
H91 10.336 9.169 3.048  0.083
H92 11.441 8.028 3.925  0.089
H93 8.695 7.377 2.698  0.131
H94 11.160 5.887 1.840  0.080
H95 11.162 7.524 1.353  0.073
H96 9.825 6.468 0.890  0.073
H97 9.200 5.341 3.316  0.080

Computed properties:
maximum force = 0.0687 hartree/bohr
energy above the lowest of the compared OMol25 structures with the same formula, charge and spin = 100.1 kcal/mol
gap between HOMO and LUMO = 7.996 eV
SMILES = CC1(C)CCCC(C)(C)N1O.CC1(C)CCCC(C)(C)N1O.CC1(C)CCCC(C)(C)N1O.CC(C)O.CC(C)O.CC(C)O.CC(C)O.CC(C)O